Molecular formula: C5H10O
Method: DFT, wB97M-V/def2-TZVPD

Properties
Net charge: 0
Molecular weight (g/mol): 86.134
Highest occupied orbital energy (eV): -7.7
ΔE to the lowest compared entry with this formula, charge and spin (kcal/mol): 125.9
LUMO (eV): 1.1
HOMO-LUMO gap (Ha): 0.324

Geometry as XYZ:
```
16
Properties=species:S:1:pos:R:3:forces:R:3
C 1.507 0.419 0.091 -0.2 -0.3 -0.1
C 0.136 0.145 0.687 -0.1 -1.1 0.9
C -0.683 1.400 0.945 -0.2 -0.3 -0.2
C -0.694 -0.385 -1.420 -0.7 0.5 -1.1
C -0.399 -1.764 -1.077 0.4 -0.1 -0.4
O -0.786 -1.076 0.119 0.4 2.3 0.6
H 1.996 -0.503 -0.233 0.0 0.1 0.0
H 2.133 0.850 0.892 -0.3 -0.2 -0.2
H 1.463 1.111 -0.751 -0.1 -0.2 0.2
H 0.247 -0.388 1.619 0.4 0.2 0.6
H -0.238 1.932 1.804 -0.1 -0.3 -0.3
H -1.708 1.139 1.220 0.1 0.0 0.0
H -0.700 2.076 0.086 0.0 -0.2 0.0
H -1.762 -0.345 -1.649 -0.2 0.0 -0.2
H -1.146 -2.528 -1.288 0.3 -0.2 0.2
H 0.635 -2.084 -1.045 0.1 -0.3 -0.1
```
Positions in Å, forces in eV/Å.

These are the Löwdin partial charges, in e, on atoms 1 to 2:
1 C -0.0786
2 C -0.3378



Molecular formula: C38H55N9O3SY
Method: DFT, wB97M-V/def2-TZVPD

Properties
Net charge: +3
Molecular weight (g/mol): 806.891
Highest occupied orbital energy (eV): -14.8
ΔE to the lowest compared entry with this formula, charge and spin (kcal/mol): 22.4
LUMO (eV): -7.1
HOMO-LUMO gap (Ha): 0.282

Geometry as XYZ:
```
107
Properties=species:S:1:pos:R:3:forces:R:3
Y 0.006 -0.071 -0.051 0.3 -0.4 0.0
C 2.337 -1.211 2.477 -0.2 0.0 -0.1
C 1.594 0.042 2.982 -0.2 -0.2 -0.1
N 0.196 0.045 2.494 0.2 -0.1 -0.2
C -0.606 -0.995 3.203 0.2 0.0 -0.1
C -1.619 -1.724 2.328 0.4 0.0 0.0
N -1.138 -2.041 0.956 -0.1 0.0 0.0
C -0.320 -3.284 0.886 0.1 0.2 0.0
C 1.006 -3.138 1.610 0.0 0.1 0.0
N 1.655 -1.835 1.320 -0.2 0.2 0.1
H 3.347 -0.923 2.192 0.1 0.0 0.0
H 2.452 -1.933 3.283 0.0 -0.1 0.1
H 1.625 0.077 4.069 0.0 0.0 0.1
H 2.075 0.946 2.621 0.0 0.1 0.0
H -0.198 0.949 2.716 -0.1 0.1 0.1
H 0.086 -1.703 3.646 0.1 0.0 0.0
H -1.150 -0.546 4.034 0.0 0.0 0.0
H -1.924 -2.637 2.844 -0.1 -0.1 0.0
H -2.488 -1.097 2.210 -0.2 0.0 -0.1
H -1.975 -2.241 0.413 -0.1 0.0 0.0
H -0.869 -4.122 1.316 -0.1 -0.1 0.0
H -0.136 -3.504 -0.163 0.0 0.0 0.0
H 0.865 -3.245 2.681 0.0 0.0 0.1
H 1.645 -3.964 1.304 0.1 0.0 0.0
H 2.337 -2.014 0.603 0.1 -0.1 -0.1
N 0.288 3.273 -1.707 0.0 -0.4 0.2
C 1.403 2.978 -0.949 -0.1 -0.1 0.0
C 2.372 3.989 -0.869 0.1 0.3 -0.1
C 3.554 3.750 -0.222 0.1 0.1 0.0
C 3.779 2.481 0.322 0.4 0.2 0.1
C 2.786 1.563 0.214 -0.3 -0.4 0.1
N 1.577 1.787 -0.371 -0.1 0.0 0.0
C -0.969 2.708 -1.876 0.2 0.0 0.0
C -1.843 3.420 -2.701 0.0 0.3 -0.2
C -3.138 2.993 -2.837 -0.1 0.2 -0.1
C -3.553 1.872 -2.127 -0.4 0.1 0.0
C -2.626 1.208 -1.384 0.3 -0.2 0.3
N -1.326 1.576 -1.273 0.1 0.1 0.1
H 0.373 4.149 -2.177 0.0 0.4 -0.2
H 2.176 4.953 -1.328 0.0 -0.1 0.1
H 4.304 4.531 -0.145 -0.1 -0.1 0.0
H 4.716 2.226 0.807 -0.2 0.1 -0.1
H 2.945 0.555 0.582 -0.1 0.1 0.0
H -1.493 4.312 -3.210 0.0 -0.1 0.0
H -3.826 3.531 -3.480 0.1 0.0 0.1
H -4.571 1.512 -2.167 0.0 0.0 0.0
H -2.927 0.325 -0.835 0.0 -0.1 0.0
N 4.292 -3.201 -3.083 -0.5 0.3 0.6
C 3.836 -1.829 -2.670 -0.2 0.2 -0.1
C 2.666 -1.979 -1.670 0.3 -0.9 0.7
O 2.456 -3.142 -1.247 0.1 0.9 -0.6
O 2.121 -0.908 -1.298 -0.6 0.1 -0.2
H 5.287 -3.360 -2.946 0.1 0.0 0.1
H 4.065 -3.432 -4.042 -0.1 -0.1 -0.2
H 3.733 -3.793 -2.422 0.1 -0.2 -0.1
H 3.530 -1.236 -3.526 0.1 -0.1 -0.1
H 4.655 -1.316 -2.175 0.1 0.1 0.0
O -2.089 1.170 1.319 -0.1 0.0 -0.2
S -2.668 1.414 2.711 0.0 0.0 0.1
C -2.894 3.198 2.980 -0.1 0.0 -0.2
C -3.993 3.903 2.240 0.0 0.0 0.1
C -3.901 4.174 0.877 0.0 0.0 0.0
C -4.918 4.870 0.238 0.0 0.0 0.0
C -6.032 5.305 0.951 0.0 0.0 0.0
C -6.126 5.041 2.310 0.0 0.0 0.0
C -5.109 4.345 2.951 0.0 -0.1 0.1
C -4.413 0.816 2.805 0.0 0.0 -0.2
C -5.072 0.394 1.516 -0.1 0.0 0.0
C -6.009 1.228 0.907 0.0 0.1 0.0
C -6.746 0.784 -0.185 0.1 0.0 -0.1
C -6.538 -0.488 -0.704 0.1 0.0 0.0
C -5.596 -1.326 -0.112 0.0 0.1 0.0
C -4.879 -0.888 0.997 0.0 0.0 0.0
H -1.909 3.625 2.777 0.0 -0.1 0.0
H -3.064 3.241 4.060 0.1 0.0 0.0
H -3.025 3.845 0.323 -0.1 0.0 0.0
H -4.840 5.094 -0.818 0.0 0.0 0.0
H -6.814 5.865 0.452 0.1 -0.1 0.0
H -6.983 5.391 2.877 0.1 0.0 -0.1
H -5.183 4.153 4.020 0.0 0.1 -0.2
H -4.957 1.637 3.271 0.0 0.0 0.0
H -4.370 -0.012 3.513 0.0 0.0 0.0
H -6.202 2.216 1.319 0.1 -0.1 -0.1
H -7.501 1.432 -0.620 0.1 -0.1 0.1
H -7.137 -0.844 -1.536 0.1 0.1 0.1
H -5.464 -2.340 -0.477 0.0 0.1 0.0
H -4.232 -1.592 1.516 -0.1 0.1 -0.1
C -0.818 -2.561 -2.616 -0.1 0.1 -0.3
C -0.875 -3.306 -3.980 0.0 0.2 0.0
N -1.091 -2.347 -5.059 0.0 0.0 0.0
C -2.327 -1.609 -4.805 0.2 0.0 0.2
C -2.207 -0.811 -3.469 0.1 -0.3 -0.1
N -0.895 -1.089 -2.814 -0.1 -0.1 0.3
C 0.146 -0.630 -3.771 -0.2 -0.1 -0.2
C 0.023 -1.405 -5.119 -0.1 -0.1 0.2
H 0.095 -2.798 -2.082 0.3 0.0 0.1
H -1.668 -2.846 -1.989 0.0 0.0 0.0
H -1.682 -4.039 -3.994 0.0 0.0 0.0
H 0.057 -3.843 -4.171 0.0 0.0 0.0
H -3.156 -2.316 -4.770 0.0 0.0 0.0
H -2.506 -0.932 -5.641 0.0 0.0 0.0
H -3.007 -1.083 -2.776 0.0 0.0 0.0
H -2.267 0.255 -3.659 0.0 0.0 0.0
H 1.122 -0.762 -3.322 0.1 0.0 0.1
H 0.001 0.444 -3.916 0.0 0.0 0.0
H 0.937 -1.968 -5.330 0.0 0.0 0.0
H -0.139 -0.722 -5.953 0.0 0.0 0.0
```
Positions in Å, forces in eV/Å.

These are the Löwdin partial charges, in e, on atoms 1 to 2:
1 Y 1.7235
2 C -0.1592



Molecular formula: C48H86N2O26
Method: DFT, wB97M-V/def2-TZVPD

Properties
Net charge: 0
Molecular weight (g/mol): 1107.204
Highest occupied orbital energy (eV): -8.0
ΔE to the lowest compared entry with this formula, charge and spin (kcal/mol): 0.0
LUMO (eV): 0.2
HOMO-LUMO gap (Ha): 0.302

Geometry as XYZ:
```
162
Properties=species:S:1:pos:R:3:forces:R:3
C 8.337 12.489 17.641 -0.2 0.3 0.4
C 7.939 13.610 16.676 0.8 -0.4 -0.4
N 8.932 14.024 15.670 -0.3 0.1 -0.6
C 9.337 12.911 14.814 0.3 1.1 -0.8
C 10.117 13.322 13.528 -0.9 -0.2 0.7
C 10.095 14.751 16.171 -1.1 -0.3 0.8
C 9.747 15.830 17.165 -0.5 -0.4 0.6
H 9.184 12.738 18.285 -0.1 0.2 0.1
H 8.602 11.537 17.183 -0.2 0.0 -0.3
H 7.436 12.351 18.257 0.4 -0.3 0.1
H 7.029 13.269 16.176 0.1 0.2 -0.3
H 7.686 14.499 17.232 -0.2 0.1 0.3
H 9.954 12.234 15.390 0.2 -0.6 0.1
H 8.442 12.428 14.482 -0.6 -0.6 0.0
H 11.025 13.801 13.834 0.8 0.0 -0.2
H 10.306 12.450 12.891 0.2 0.1 0.3
H 9.575 14.045 12.917 -0.3 0.0 0.1
H 10.581 15.222 15.338 0.5 0.0 -0.5
H 10.764 14.055 16.686 0.6 -0.2 -0.1
H 8.956 16.503 16.841 0.2 0.2 -0.3
H 10.643 16.334 17.456 0.6 0.8 -0.1
H 9.418 15.416 18.111 -0.2 -0.3 0.2
C 12.181 11.415 11.178 0.7 0.8 -0.5
C 13.277 10.983 10.215 0.4 -0.9 -0.3
N 13.355 9.518 9.880 -0.1 1.4 -0.3
C 13.366 8.686 11.051 -0.4 0.0 0.6
C 14.533 8.960 11.977 0.0 0.7 0.0
C 12.297 9.116 8.972 0.4 -1.0 -0.2
C 12.720 7.895 8.100 -0.3 -0.1 0.5
H 12.430 11.087 12.173 -0.3 -0.2 0.5
H 11.208 11.115 10.850 -0.7 -0.5 0.0
H 12.151 12.511 11.193 0.1 -0.1 0.1
H 13.224 11.568 9.288 0.0 -0.4 0.1
H 14.237 11.215 10.664 0.2 0.3 0.0
H 12.398 8.802 11.594 0.3 0.1 0.2
H 13.349 7.640 10.773 0.3 -0.3 -0.4
H 14.548 8.258 12.793 0.0 -0.4 0.4
H 15.511 8.920 11.489 -0.2 0.0 -0.2
H 14.432 9.960 12.428 0.1 -0.2 -0.1
H 12.048 9.985 8.353 -0.1 -0.3 -0.1
H 11.417 8.800 9.554 -0.3 0.3 -0.2
H 12.665 6.923 8.637 0.2 0.7 0.0
H 13.726 8.003 7.686 -0.1 0.1 0.1
H 12.023 7.764 7.281 -0.2 0.1 -0.3
C 20.152 13.724 8.108 0.2 0.7 -0.5
C 19.049 13.897 9.162 0.7 -0.7 -1.8
C 18.971 12.845 10.256 0.7 -0.8 -1.8
O 18.747 13.563 11.431 0.1 2.1 0.0
C 19.057 14.913 11.151 -0.6 -0.3 0.9
O 19.081 15.759 11.998 0.0 -0.6 -0.4
O 19.286 15.108 9.851 -0.1 0.2 1.0
H 20.011 14.457 7.285 -0.3 -0.7 0.3
H 20.267 12.723 7.704 -0.6 -0.2 -0.1
H 21.157 13.962 8.434 0.1 0.1 0.8
H 18.098 13.939 8.616 0.0 0.3 0.4
H 19.927 12.315 10.333 -0.2 -0.2 0.1
H 18.176 12.167 9.928 0.0 -0.1 0.9
C 10.300 17.924 13.819 -0.6 0.0 -0.8
C 11.240 18.543 14.787 0.2 -0.8 -0.3
C 11.815 19.866 14.405 1.6 0.3 0.5
O 11.958 20.504 15.687 -0.9 -0.2 0.5
C 11.075 19.927 16.563 -0.6 2.2 1.2
O 10.832 20.454 17.652 0.4 -2.3 -2.9
O 10.491 18.851 15.950 0.1 1.2 2.1
H 9.589 18.680 13.473 -0.2 -0.1 0.3
H 9.775 17.068 14.243 0.0 0.1 0.1
H 10.779 17.593 12.909 0.5 -0.2 -0.1
H 12.044 17.871 15.088 0.1 -0.2 -0.1
H 11.195 20.433 13.717 -0.1 0.3 0.1
H 12.858 19.814 14.088 -0.3 -0.2 -0.7
C 18.315 15.642 15.102 0.4 -0.9 0.9
C 18.005 15.106 16.524 0.5 -0.6 -1.9
C 19.163 14.992 17.489 0.2 0.8 -1.1
O 18.602 15.417 18.695 -1.4 0.8 0.8
C 17.465 16.127 18.420 -0.7 1.5 2.7
O 16.873 16.791 19.278 1.3 -1.8 -2.6
O 17.144 16.030 17.114 -0.7 1.4 2.0
H 19.076 15.009 14.644 -0.3 -0.1 -0.2
H 18.774 16.640 15.119 -0.4 -0.1 0.3
H 17.399 15.651 14.519 0.1 0.1 -0.1
H 17.464 14.164 16.596 -0.1 -0.4 -0.8
H 19.911 15.718 17.184 0.6 -0.2 0.1
H 19.540 13.991 17.591 0.3 -0.3 0.0
C 12.906 7.947 15.677 0.3 0.1 1.2
C 13.280 9.410 15.840 -2.1 0.5 -1.0
C 12.135 10.424 15.488 1.3 -1.5 0.2
O 11.584 10.845 16.760 0.5 -0.2 -0.8
C 12.571 10.703 17.638 1.4 0.9 4.8
O 12.646 11.226 18.791 -0.4 -2.3 -5.3
O 13.547 9.830 17.152 0.1 0.8 1.4
H 11.917 7.735 16.096 0.2 -0.1 0.0
H 13.670 7.338 16.192 -0.4 0.0 -0.2
H 12.913 7.692 14.628 0.0 -0.1 -0.3
H 14.053 9.604 15.101 0.8 0.3 0.6
H 11.445 9.858 14.879 -0.7 0.8 -0.2
H 12.723 11.220 15.056 -0.9 0.8 -0.6
C 11.520 18.480 20.141 0.7 -0.5 -0.3
C 12.350 17.161 19.877 -2.1 3.0 -2.1
C 13.613 16.940 20.632 -0.1 0.8 0.8
O 13.538 15.599 21.064 -0.6 -0.5 -0.6
C 12.308 15.121 20.730 -0.9 -2.1 1.7
O 11.946 14.008 21.036 0.4 1.8 -0.9
O 11.520 16.087 20.175 0.5 -2.0 0.7
H 11.312 18.679 21.195 -0.1 -0.4 0.0
H 10.607 18.535 19.526 0.2 -0.6 0.4
H 12.045 19.347 19.769 0.6 0.3 -0.1
H 12.462 17.171 18.795 0.5 -0.2 -0.4
H 13.455 17.603 21.479 1.0 0.0 0.5
H 14.544 17.084 20.091 -0.1 0.3 0.1
C 13.124 16.355 11.485 0.4 0.7 -0.2
C 14.069 16.525 10.321 0.2 0.9 0.2
C 15.522 16.689 10.835 -0.8 -1.1 -0.1
O 16.226 15.642 10.137 -0.8 -0.5 -0.3
C 15.316 14.832 9.462 1.3 0.7 -0.5
O 15.656 13.865 8.836 -0.5 0.6 0.8
O 14.087 15.366 9.514 0.5 -1.3 -0.2
H 12.111 16.398 11.103 -0.3 -0.2 0.3
H 13.340 17.199 12.165 -0.4 -0.4 -0.1
H 13.374 15.418 11.993 -0.3 0.1 0.0
H 13.754 17.318 9.627 0.1 0.1 0.5
H 15.530 16.478 11.908 0.3 0.1 -0.1
H 15.943 17.659 10.646 0.4 0.2 -0.3
C 19.732 12.130 14.641 -0.2 -0.4 0.3
C 19.376 10.724 14.268 0.7 0.0 -1.2
C 17.919 10.337 14.420 -0.8 0.1 1.9
O 17.441 9.913 13.182 1.0 0.1 -0.8
C 18.415 10.107 12.288 -0.1 -0.5 -4.6
O 18.207 9.854 11.083 1.4 1.0 3.9
O 19.591 10.633 12.831 -2.4 -1.4 -0.7
H 20.781 12.288 14.404 0.1 0.2 0.2
H 19.539 12.176 15.716 0.2 0.7 0.0
H 19.135 12.825 14.047 -0.1 0.0 0.3
H 20.058 9.999 14.720 -0.2 0.1 0.1
H 17.275 11.158 14.749 0.2 0.1 0.1
H 17.771 9.506 15.102 0.1 0.0 0.3
C 17.194 20.757 16.169 -0.1 -1.0 0.4
C 16.849 19.269 16.285 -0.9 0.4 0.5
C 15.537 18.972 17.100 1.5 1.1 0.3
O 14.639 18.488 16.155 -0.7 -0.7 -1.6
C 15.242 18.346 14.936 -0.5 -1.2 0.5
O 14.722 17.799 13.993 0.3 1.0 0.7
O 16.491 18.783 14.994 0.3 -0.2 -1.0
H 16.271 21.291 15.924 0.3 0.1 -0.1
H 17.977 20.911 15.422 -0.2 0.1 0.1
H 17.542 21.073 17.154 0.0 0.3 -0.1
H 17.649 18.630 16.669 0.1 0.3 -0.2
H 15.108 19.870 17.530 0.1 0.2 0.2
H 15.764 18.256 17.872 -0.3 -0.4 0.2
O 14.393 12.447 14.099 -0.9 -1.7 0.2
C 15.013 13.415 13.814 1.3 2.0 0.3
O 14.791 14.620 14.405 1.1 -0.2 -0.7
C 13.758 14.748 15.384 -0.9 -0.2 -0.5
C 14.169 14.291 16.751 1.1 0.1 0.4
C 16.127 13.487 12.784 -0.3 0.0 -0.4
H 12.926 14.100 15.073 0.0 0.5 -0.1
H 13.522 15.816 15.314 -0.3 -0.3 0.2
H 14.770 13.382 16.609 -0.3 0.0 0.3
H 13.317 14.066 17.393 0.0 0.0 -0.1
H 14.818 15.025 17.256 -0.3 -0.2 -0.1
H 16.818 14.322 12.883 -0.4 0.2 0.1
H 15.624 13.555 11.802 0.3 0.0 0.3
H 16.758 12.595 12.748 -0.5 -0.1 0.2
```
Positions in Å, forces in eV/Å.

These are the Löwdin partial charges, in e, on atoms 1 to 2:
1 C -0.0783
2 C -0.2412



Which of these has the lowest molecular weight? C5H10O